[1]
ORCA calculation (ωB97M-V/def2-TZVPD) on 9 unconnected molecules or ions with the total composition C10H38N6O9 at a distorted geometry.

Results
HOMO, Eh: -0.3111
SMILES: NC(N)=O.NC(N)=O.NC(N)=O.CCO.CO.CO.CO.CO.CO
HOMO-LUMO gap, Eh: 0.297
ΔE to the lowest compared entry with this formula, charge and spin, kcal/mol: 73.0
Electronic energy, eV: -38348.6109
Largest force on an atom, hartree/bohr: 0.201

ORCA input file:
```
! RIJCOSX wB97M-V def2-TZVPD def2/J DEFGRID3
* xyz 0 1
C 1.3114 1.7502 -0.1767
C 0.5924 0.7872 -1.1037
O -0.4846 0.1092 -0.6057
H 2.0334 2.2462 -0.7617
H 1.8404 1.3082 0.6663
H 0.5824 2.4692 0.2973
H 1.2374 0.0812 -1.6657
H 0.1854 1.3102 -1.9877
H -0.2256 -0.8208 -0.4667
C -1.7606 -3.6088 -1.0157
O -2.9526 -2.8978 -1.0957
N -1.5746 -4.6578 -1.7407
N -0.8336 -3.2378 -0.2047
H -2.3936 -4.8548 -2.4097
H -0.7796 -5.3788 -1.6997
H -1.0576 -2.4228 0.3843
H 0.1274 -3.5648 -0.1747
C -0.4256 -0.5788 2.4363
O -1.1176 -1.5668 1.7603
N 0.8384 -0.5788 2.4043
N -1.0226 0.2462 3.2823
H 1.5764 -1.0388 1.8233
H 1.1934 0.2982 2.8813
H -2.0746 0.3132 3.1533
H -0.6106 1.1592 3.6443
C 1.0744 2.5522 3.3743
O 1.2494 3.5452 2.4663
N 1.9484 1.6212 3.4923
N 0.0694 2.5472 4.1883
H 2.9044 1.7772 3.0843
H 2.2134 1.2522 4.4873
H -0.7126 3.1782 3.9103
H 0.0634 2.2742 5.1603
C 3.2234 -2.6228 -2.5867
O 1.8514 -2.9168 -2.4337
H 3.7804 -2.4538 -1.7337
H 2.9494 -1.6708 -3.0217
H 3.7784 -3.2748 -3.2587
H 1.2364 -2.8068 -3.1887
C -2.4576 2.6072 0.3773
O -3.6676 2.6542 1.0573
H -2.3386 1.6912 -0.1307
H -1.6866 2.6832 1.2363
H -2.4756 3.3642 -0.3117
H -3.5006 2.4162 1.9973
C 4.6114 2.4872 1.3563
O 4.1524 1.2612 1.9093
H 5.1844 2.2912 0.4583
H 5.3124 2.9862 1.9953
H 3.8974 3.1262 0.9893
H 3.5604 0.7922 1.3143
C -3.8536 0.6302 -2.2007
O -4.9326 0.9722 -1.4117
H -3.2366 -0.0378 -1.5477
H -3.2996 1.4432 -2.5447
H -4.1356 0.2032 -3.2087
H -4.4926 1.3592 -0.6287
C -1.0976 -1.8098 -3.8817
O -0.5696 -3.0558 -3.7977
H -2.2166 -1.7928 -3.9617
H -0.5666 -1.1938 -4.6267
H -0.9066 -1.3128 -2.8087
H -1.1196 -3.6378 -3.1977
*
```

[2]
ORCA calculation (ωB97M-V/def2-TZVPD) on 9 unconnected molecules or ions with the total composition C10H38N6O9 at a distorted geometry.

Results
HOMO, Eh: -0.3244
SMILES: NC(N)=O.NC(N)=O.NC(N)=O.CCO.CO.CO.CO.CO.CO
HOMO-LUMO gap, Eh: 0.318
ΔE to the lowest compared entry with this formula, charge and spin, kcal/mol: 27.6
Electronic energy, eV: -38350.5787
Largest force on an atom, hartree/bohr: 0.197

ORCA input file:
```
! RIJCOSX wB97M-V def2-TZVPD def2/J DEFGRID3
* xyz 0 1
C -0.3283 2.4400 1.4734
C 0.1926 0.9326 1.5365
O 1.2607 0.7760 0.6545
H 0.4413 3.1575 1.4536
H -0.9930 2.5141 2.3491
H -0.9939 2.6241 0.6610
H -0.6370 0.2338 1.2834
H 0.6298 0.6187 2.4985
H 1.7955 -0.0134 0.8379
C -3.0556 0.1968 -1.7235
O -4.1171 0.3537 -2.5641
N -2.4893 -0.9386 -1.5961
N -2.6094 1.1949 -1.0356
H -2.8840 -1.6670 -2.2420
H -1.6252 -1.1785 -1.0818
H -2.8785 2.1266 -1.3384
H -2.3642 1.0647 -0.0560
C 0.3767 1.0844 -3.1167
O -0.5423 0.7554 -4.0248
N -0.0050 1.4628 -1.9280
N 1.6293 1.1772 -3.4549
H -1.0625 1.2785 -1.7635
H 0.5321 1.2025 -1.1522
H 1.8205 0.9480 -4.4811
H 2.2448 1.7580 -2.8428
C 2.8993 -1.2617 -1.6036
O 3.4998 -0.0704 -1.1082
N 2.7007 -2.3932 -1.0474
N 2.5011 -1.2746 -2.8278
H 2.9215 -2.2382 -0.0834
H 2.4035 -3.2461 -1.5272
H 2.3171 -0.2810 -3.0852
H 1.6587 -1.8423 -3.0691
C 0.2832 4.9548 -1.5109
O 0.5244 3.9999 -2.5046
H 0.1311 4.4997 -0.5658
H -0.4816 5.6259 -1.8494
H 1.1645 5.6039 -1.4620
H 0.2539 3.1125 -2.1761
C -3.9562 0.6929 2.0406
O -3.0278 -0.3713 2.0268
H -4.2703 1.0599 1.1049
H -3.6497 1.3561 2.8210
H -4.8416 0.2858 2.4674
H -3.4630 -1.2021 1.7837
C -0.2163 -2.2672 3.3543
O 0.6662 -3.3502 3.4097
H -1.2468 -2.5664 3.2900
H -0.0223 -1.5698 2.4740
H -0.0495 -1.7869 4.2958
H 0.2090 -4.1284 3.0469
C 3.3254 -1.0348 2.5522
O 2.3543 -1.7320 1.7429
H 3.3519 -1.4341 3.5645
H 3.2806 0.0519 2.4232
H 4.2515 -1.4147 2.1507
H 2.0439 -2.4813 2.2512
C -0.5594 -3.1201 -0.0468
O -0.1700 -1.8259 -0.3106
H -0.4158 -3.7113 -0.9818
H -1.5324 -3.2460 0.3151
H 0.0390 -3.6328 0.7128
H 0.7840 -1.8631 -0.4143
*
```

[3]
ORCA calculation (ωB97M-V/def2-TZVPD) on 10 unconnected molecules or ions with the total composition C10H38O10 at a distorted geometry.

Results
HOMO, Eh: 0.0261
HOMO-LUMO gap, Eh: 0.141
ΔE to the lowest compared entry with this formula, charge and spin, kcal/mol: 0.0
Electronic energy, eV: -31453.8849
Largest force on an atom, hartree/bohr: 0.043

ORCA input file:
```
! RIJCOSX wB97M-V def2-TZVPD def2/J DEFGRID3
* xyz -2 1
C 1.5729 3.3322 2.6000
O 0.2647 3.7582 2.4892
H 2.1188 3.7492 3.4710
H 1.6378 2.2241 2.6214
H 2.1692 3.5968 1.6968
C -0.0818 -0.1690 0.1973
O -1.1585 -0.2072 1.0369
H 0.6994 0.6210 0.2418
H 0.5675 -1.0786 0.2056
H -0.4325 -0.1097 -0.8655
C -1.3663 -3.6649 0.3884
O -2.4267 -2.7384 0.5542
H -1.7051 -4.7023 0.4538
H -0.9394 -3.5301 -0.6108
H -0.6228 -3.5027 1.1719
H -2.0060 -1.8462 0.6476
C 1.3108 0.8240 -3.7533
O 2.5505 0.2310 -3.3700
H 0.6329 1.0449 -2.9269
H 1.4877 1.7977 -4.2301
H 0.8786 0.1965 -4.5273
H 3.0956 0.9216 -2.9818
C -0.1298 -2.3545 -3.2070
O 1.0508 -2.3930 -2.4199
H -0.9414 -1.9051 -2.6348
H 0.0789 -1.8919 -4.1757
H -0.3951 -3.3809 -3.4789
H 1.4017 -1.4958 -2.4720
C -0.4557 3.5644 -1.3441
O -1.6265 3.2277 -0.6196
H -0.6813 3.8202 -2.3902
H 0.0475 4.4371 -0.9156
H 0.2624 2.7478 -1.3188
H -2.2526 3.9303 -0.8149
C 1.2351 -1.1616 3.6756
O 0.3947 -2.1367 3.0696
H 0.8915 -0.1681 3.3765
H 1.3222 -1.3065 4.7554
H 2.2453 -1.2968 3.2580
H -0.1652 -1.6555 2.4274
C -2.8482 -1.1244 3.9960
O -3.4481 0.1704 4.0384
H -2.9104 -1.6050 4.9818
H -3.3010 -1.7530 3.2292
H -1.7844 -0.9977 3.8197
H -4.1860 0.1397 4.6496
C 3.6812 -0.1517 0.5640
O 4.7778 0.7812 0.5342
H 3.4142 -0.4676 -0.4462
H 3.9386 -1.0545 1.1248
H 2.8178 0.3265 1.0310
H 5.3316 0.5151 1.2701
C -2.8527 0.5569 -2.7131
O -2.2320 0.3378 -3.9792
H -3.5385 1.4106 -2.7568
H -3.3789 -0.3585 -2.4527
H -2.1680 0.7840 -1.8890
H -1.8426 1.1610 -4.2829
*
```

[4]
ORCA calculation (ωB97M-V/def2-TZVPD) on 9 unconnected molecules or ions with the total composition C10H38O9 at a distorted geometry.

Results
HOMO, Eh: -0.3637
SMILES: CCO.CCO.CCO.CCO.CCO.O.O.O.O
HOMO-LUMO gap, Eh: 0.373
ΔE to the lowest compared entry with this formula, charge and spin, kcal/mol: 27.0
Electronic energy, eV: -29411.7878
Largest force on an atom, hartree/bohr: 0.049

ORCA input file:
```
! RIJCOSX wB97M-V def2-TZVPD def2/J DEFGRID3
* xyz 0 1
O 6.6635 7.2275 0.1797
H 6.5366 7.7354 0.9867
H 6.5310 6.3048 0.4524
O 4.4513 11.1139 -5.2311
H 4.4371 10.4293 -4.5333
H 4.2843 10.6305 -6.0451
O 7.4565 10.0714 -1.3575
H 7.5830 10.7684 -0.7076
H 7.1518 9.3133 -0.8426
O 5.7090 12.4745 -2.8972
H 5.6170 11.6047 -2.4940
H 5.8976 13.0659 -2.1630
C 4.4154 4.7261 -0.2609
C 5.4178 3.6746 0.2607
O 6.4624 4.4403 0.9142
H 3.4655 4.3108 -0.5911
H 4.8042 5.1623 -1.1849
H 4.3651 5.5596 0.4371
H 5.8567 3.1958 -0.6148
H 5.0146 3.0256 1.0367
H 7.0862 3.7732 1.2175
C 6.1772 6.3415 -9.0348
C 5.0415 6.5710 -10.0111
O 4.5008 7.8418 -9.6935
H 5.7744 6.2100 -8.0278
H 6.9197 7.1313 -8.8943
H 6.8405 5.4996 -9.2569
H 4.2725 5.8044 -9.9908
H 5.4779 6.6969 -11.0081
H 5.1739 8.5171 -9.7918
C 2.5608 8.9290 0.3244
C 2.3367 7.6971 1.1617
O 1.1688 7.7824 1.9532
H 1.6495 9.2420 -0.1853
H 3.4275 8.8181 -0.3260
H 2.7739 9.7790 0.9786
H 3.1786 7.4719 1.8302
H 2.2818 6.7837 0.5624
H 1.0880 6.9453 2.4168
C 1.7663 5.8977 -1.9464
C 0.6927 6.6526 -2.6646
O -0.5040 5.8401 -2.6274
H 1.5009 5.5743 -0.9423
H 2.7204 6.4216 -1.9964
H 2.0038 4.9525 -2.4477
H 1.0282 6.9821 -3.6490
H 0.4234 7.5157 -2.0495
H -1.2337 6.4247 -2.8515
C 6.1073 7.2685 -4.3818
C 5.1595 7.9708 -3.4202
O 5.4010 9.3916 -3.4065
H 5.9612 7.6153 -5.4072
H 5.8351 6.2105 -4.3910
H 7.1724 7.4125 -4.2053
H 5.3078 7.6667 -2.3798
H 4.1138 7.7897 -3.6596
H 6.2875 9.5310 -3.0535
*
```

[5]
ORCA calculation (ωB97M-V/def2-TZVPD) on 9 unconnected molecules or ions with the total composition C10H38O9 at a distorted geometry.

Results
HOMO, Eh: -0.3761
SMILES: CCO.CCO.CO.CO.CO.CO.CO.CO.O
HOMO-LUMO gap, Eh: 0.391
ΔE to the lowest compared entry with this formula, charge and spin, kcal/mol: 108.4
Electronic energy, eV: -29408.2581
Largest force on an atom, hartree/bohr: 0.047

ORCA input file:
```
! RIJCOSX wB97M-V def2-TZVPD def2/J DEFGRID3
* xyz 0 1
C -4.7522 -3.7752 -0.9480
O -4.3251 -5.1216 -1.2088
H -3.8768 -3.1281 -1.0029
H -5.3623 -3.2854 -1.7068
H -5.2527 -3.5905 0.0025
H -3.4649 -5.1434 -1.6345
C 1.4623 -2.9756 7.2276
O 2.0291 -2.3828 6.1385
H 2.2489 -3.4566 7.8090
H 0.9768 -2.2631 7.8945
H 0.8156 -3.8139 6.9686
H 2.7239 -1.7666 6.3817
C 2.9542 7.1855 -5.4857
O 3.9036 6.4121 -6.2464
H 1.9177 6.8485 -5.5032
H 3.2376 7.4514 -4.4673
H 2.7438 8.0893 -6.0573
H 3.4414 6.0001 -6.9800
C 1.5985 -6.0793 -4.3663
O 1.1120 -4.8830 -3.8419
H 1.1653 -6.3032 -5.3411
H 2.6623 -5.9986 -4.5900
H 1.4945 -6.9652 -3.7398
H 1.1820 -4.9359 -2.8859
C -6.6889 2.5737 5.9132
O -5.2867 2.1656 6.1029
H -6.5632 3.5720 5.4941
H -7.2842 2.0506 5.1648
H -7.2029 2.6225 6.8733
H -4.8539 2.7255 6.7515
C -6.1206 6.9654 -1.5847
O -4.9746 6.9056 -0.6829
H -6.1987 8.0361 -1.7730
H -6.2464 6.3607 -2.4829
H -6.9996 6.7328 -0.9836
H -4.7628 5.9766 -0.5653
O 2.0448 -3.7344 0.9948
H 2.0017 -3.3262 1.8595
H 2.9792 -3.8755 0.8423
C -0.4315 2.0289 -0.4048
C -0.9042 2.0032 0.9918
O -2.3330 2.1465 0.9994
H 0.6509 2.1547 -0.3799
H -0.7589 2.9564 -0.8745
H -0.7270 1.1062 -0.9042
H -0.4040 2.7926 1.5529
H -0.5846 1.0338 1.3741
H -2.5710 1.9503 1.9085
C 6.6365 -2.5098 -1.8774
C 7.4857 -3.6335 -1.2447
O 6.7148 -4.3643 -0.3164
H 7.2436 -1.8691 -2.5170
H 5.9862 -2.0002 -1.1664
H 5.9366 -3.0326 -2.5292
H 8.3754 -3.1942 -0.7936
H 8.0017 -4.2590 -1.9732
H 7.2042 -5.1798 -0.1858
*
```

[6]
ORCA calculation (ωB97M-V/def2-TZVPD) on a molecular structure, C10H3Cl4F6N2O6S2TeY.

Results
HOMO, Eh: -0.0413
HOMO-LUMO gap, Eh: 0.197
ΔE to the lowest compared entry with this formula, charge and spin, kcal/mol: 8.1
Electronic energy, eV: -122091.4177
Largest force on an atom, hartree/bohr: 0.010

ORCA input file:
```
! RIJCOSX wB97M-V def2-TZVPD def2/J DEFGRID3
* xyz -2 1
Y 0.6104 0.6670 -0.6934
Cl 6.1448 -3.6015 0.2072
C 5.1276 -2.1932 0.1750
C 5.6008 -0.9797 0.6322
Cl 7.2236 -0.8422 1.2399
C 4.7650 0.1478 0.6081
Cl 5.3272 1.6797 1.2003
C 3.4624 0.0768 0.1255
O 2.6253 1.0799 0.1078
C 2.9794 -1.1808 -0.3712
O 1.7445 -1.2054 -0.8079
C 3.8172 -2.2880 -0.3206
Cl 3.1937 -3.8031 -0.8903
Te -0.0754 1.7854 -3.1646
C -1.4871 4.3137 -0.7367
C -0.6219 3.4481 0.0437
N 0.0428 2.7685 0.6922
H -2.4964 3.9152 -0.6801
H -1.1389 4.2614 -1.7708
H -1.4448 5.3297 -0.3431
F -2.7503 1.1916 3.2067
C -3.1217 0.1179 2.5015
F -2.3913 -0.9103 2.9059
F -4.4067 -0.1318 2.7730
S -2.9060 0.4937 0.6920
O -1.4826 0.2450 0.5175
O -3.3660 1.8446 0.5714
N -3.8492 -0.4501 -0.0881
S -3.6829 -2.0101 -0.2728
O -2.9321 -2.6489 0.7699
O -4.9230 -2.5778 -0.7097
C -2.5988 -2.1038 -1.7586
F -2.4392 -3.3952 -2.0783
F -3.1428 -1.4726 -2.7824
F -1.4074 -1.5712 -1.5012
*
```

[7]
ORCA calculation (ωB97M-V/def2-TZVPD) on a molecular structure, C10H3F8FeNO7S.

Results
<S²>: 6.01
HOMO (spin up / spin down), Eh: -0.1191 / -0.1191
HOMO-LUMO gap (spin up / spin down), Eh: 0.295 / 0.295
ΔE to the lowest compared entry with this formula, charge and spin, kcal/mol: 0.0
Electronic energy, eV: -93209.0416
Largest force on an atom, hartree/bohr: 0.013

ORCA input file:
```
! RIJCOSX wB97M-V def2-TZVPD def2/J DEFGRID3
* xyz -2 5
Fe -0.9406 -1.1075 -0.0540
O 4.5641 3.0373 -1.7942
C 3.8277 2.4070 -2.5822
O 3.8782 2.3246 -3.8240
C 2.6849 1.6073 -1.9106
C 2.5242 1.6239 -0.5293
C 1.5087 0.8906 0.0526
N 0.6571 0.1576 -0.6690
C 0.7924 0.1390 -2.0025
C 1.7894 0.8458 -2.6522
C -0.2255 -0.7203 -2.7433
O -0.1872 -0.7994 -3.9586
O -1.0862 -1.3090 -1.9734
H 3.2102 2.2136 0.0626
H 1.3614 0.8754 1.1261
H 1.8724 0.8043 -3.7281
F 0.1240 -3.9245 0.3601
C -0.2621 -2.7822 1.0335
F -1.2810 -3.2196 1.9078
C 0.8987 -2.4945 1.9880
F 1.1926 -3.5161 2.8324
F 0.6181 -1.4239 2.7585
F 2.0264 -2.2162 1.3074
F -5.1302 -0.2325 1.4573
C -4.3674 0.4963 2.2866
F -3.9741 -0.3002 3.2902
F -5.1454 1.4619 2.8119
S -2.9326 1.2318 1.4084
O -3.5232 1.9949 0.3474
O -2.2164 1.9329 2.4361
O -2.2585 0.0017 0.9546
*
```

[8]
ORCA calculation (ωB97M-V/def2-TZVPD) on 10 unconnected molecules or ions with the total composition C10H40F6NO8P at a distorted geometry.

Results
HOMO, Eh: -0.3463
HOMO-LUMO gap, Eh: 0.333
ΔE to the lowest compared entry with this formula, charge and spin, kcal/mol: 0.0
Electronic energy, eV: -54488.4832
Largest force on an atom, hartree/bohr: 0.064

ORCA input file:
```
! RIJCOSX wB97M-V def2-TZVPD def2/J DEFGRID3
* xyz 0 1
N 0.0410 -0.3287 0.0596
H 0.7421 0.3032 -0.3001
H 0.1406 -1.1498 -0.5200
H -0.9264 -0.0443 0.0027
H 0.2791 -0.4867 1.0283
P 4.4774 0.7296 2.1857
F 5.7999 0.5288 3.1610
F 3.6178 0.8315 3.5370
F 4.7934 2.3291 2.2357
F 3.1705 0.9556 1.1788
F 5.4736 0.5525 0.8984
F 4.1623 -0.8725 2.1480
C -2.6667 -2.4526 -3.1219
O -1.9526 -1.9142 -2.0423
H -2.2789 -3.4117 -3.4652
H -3.7066 -2.6300 -2.8475
H -2.6455 -1.7945 -3.9906
H -1.1491 -2.4385 -2.0089
C -2.7928 -3.1937 1.3948
C -4.1339 -3.7411 0.9745
C -4.4214 -5.1315 1.5235
O -4.9838 -2.8855 1.6999
H -2.5762 -2.2464 0.9011
H -2.0613 -3.8788 0.9662
H -2.5505 -3.2242 2.4571
H -4.3290 -3.6273 -0.0918
H -3.7670 -5.7520 0.9112
H -5.4612 -5.4349 1.4016
H -4.0673 -5.2451 2.5481
H -4.8369 -2.0418 1.2661
C 0.0865 2.0227 -4.3319
C -0.0225 2.3018 -2.8616
C -1.4248 2.1236 -2.3641
O 0.8176 1.3808 -2.1735
H 1.0490 2.3489 -4.7259
H -0.7511 2.4515 -4.8821
H 0.0603 0.9618 -4.5804
H 0.4134 3.2765 -2.6425
H -1.3854 2.5333 -1.3548
H -1.7459 1.0820 -2.3597
H -2.0273 2.7176 -3.0513
H 1.6756 1.2819 -2.5927
C 2.8880 4.0694 0.4027
C 2.0352 4.2949 1.6621
C 0.9877 3.1804 1.8002
O 2.8947 4.3369 2.7733
H 3.7435 4.7433 0.3572
H 2.3648 4.3264 -0.5184
H 3.2827 3.0583 0.3029
H 1.5273 5.2491 1.5219
H 0.1012 3.5463 2.3184
H 1.3980 2.3327 2.3488
H 0.6152 2.7255 0.8824
H 3.5231 3.6249 2.6329
O 2.6569 -1.6891 -0.1387
H 3.1904 -1.3565 -0.8605
H 3.0860 -1.3568 0.6498
O 1.1740 -0.5977 2.5261
H 1.8521 0.0539 2.7046
H 0.7520 -0.7430 3.3729
O -2.4265 0.6374 0.8017
H -3.2012 0.0795 0.8720
H -2.7710 1.4969 0.5594
O 0.3823 -2.7720 -1.1226
H 1.2101 -2.6185 -1.5782
H 0.5979 -3.4089 -0.4414
*
```

Question: Which of these has the highest electronic energy?
Answer: number 5

Question: Number 7 is which compound?
Answer: C10H3F8FeNO7S

Question: What is the formula in the seventh record?
Answer: C10H3F8FeNO7S